Entry 1:
ORCA calculation (ωB97M-V/def2-TZVPD) on a cluster of 2 separate species, C13H17N5O6 in total at a distorted geometry.

Summary:
LUMO = -0.086 Ha
Total energy = -33482.22356 eV
ΔE to the lowest compared entry with this formula, charge and spin = 1086.2 kJ/mol
Frontier orbital gap = 6.542 eV

The geometry in ORCA input format:
```
! wB97M-V def2-TZVPD RIJCOSX def2/J DEFGRID3
* xyz 0 1
N -3.249 -0.254 1.889
C -2.182 0.224 1.883
C -0.858 0.781 1.899
C 0.269 -0.067 1.782
C 1.542 0.498 1.931
N 2.800 -0.107 1.980
O 3.182 -1.267 1.905
O 3.730 0.947 2.140
N 3.099 2.165 2.187
C 1.772 1.870 2.075
C 0.619 2.750 2.081
N 0.708 4.187 2.128
O 1.807 4.772 2.124
O -0.380 4.814 2.176
C -0.669 2.174 2.041
H 0.199 -1.144 1.720
H -1.546 2.816 2.103
C -0.181 -4.848 -0.764
O 0.131 -3.544 -1.259
C 0.788 -2.737 -0.301
C 1.226 -1.437 -0.974
N 0.210 -0.429 -1.007
C 0.324 0.471 -2.133
C -1.043 0.909 -2.635
O -1.925 0.993 -1.528
C -3.169 1.599 -1.853
H -0.587 -5.407 -1.610
H 0.702 -5.383 -0.381
H -0.937 -4.820 0.036
H 0.097 -2.561 0.540
H 1.704 -3.226 0.084
H 2.088 -1.061 -0.394
H 1.590 -1.631 -1.997
H -0.736 -0.762 -0.837
H 0.883 1.375 -1.840
H 0.883 -0.017 -2.942
H -0.945 1.898 -3.123
H -1.417 0.166 -3.367
H -3.684 1.763 -0.906
H -3.044 2.570 -2.360
H -3.800 0.962 -2.494
*
```


Entry 2:
ORCA calculation (ωB97M-V/def2-TZVPD) on the molecule C13H17NO3.

Summary:
LUMO = 0.031 Ha
SMILES = COc1cccc(C(=O)NC[C@@H]2CCCO2)c1
Total energy = -21389.57194 eV
ΔE to the lowest compared entry with this formula, charge and spin = 119.8 kJ/mol
Frontier orbital gap = 9.585 eV

The geometry in ORCA input format:
```
! wB97M-V def2-TZVPD RIJCOSX def2/J DEFGRID3
* xyz 0 1
C 0.773 5.160 -1.127
O 1.725 4.570 -0.272
C 1.645 3.233 -0.042
C 2.602 2.703 0.827
C 2.595 1.358 1.131
C 1.654 0.510 0.568
C 0.707 1.025 -0.308
C -0.361 0.198 -0.945
O -1.433 0.670 -1.280
N -0.036 -1.097 -1.159
C -0.968 -2.071 -1.666
C -1.436 -3.025 -0.553
C -2.317 -2.336 0.499
C -1.877 -3.006 1.798
C -0.397 -3.248 1.517
O -0.306 -3.558 0.138
C 0.697 2.386 -0.600
H 0.832 4.747 -2.138
H 1.020 6.220 -1.154
H -0.244 5.034 -0.742
H 3.332 3.371 1.257
H 3.331 0.963 1.816
H 1.656 -0.535 0.841
H 0.841 -1.462 -0.825
H -0.484 -2.648 -2.459
H -1.826 -1.531 -2.072
H -1.966 -3.867 -1.019
H -3.375 -2.467 0.286
H -2.096 -1.269 0.526
H -2.038 -2.386 2.676
H -2.394 -3.958 1.930
H 0.026 -4.085 2.076
H 0.185 -2.342 1.740
H -0.071 2.744 -1.267
*
```


Entry 3:
ORCA calculation (ωB97M-V/def2-TZVPD) on the molecule C13H17NO4S.

Summary:
LUMO = 0.025 Ha
SMILES = CSCC[C@@H](NC(=O)OCc1ccccc1)C(=O)O
Total energy = -34273.23505 eV
ΔE to the lowest compared entry with this formula, charge and spin = 36.4 kJ/mol
Frontier orbital gap = 9.258 eV

The geometry in ORCA input format:
```
! wB97M-V def2-TZVPD RIJCOSX def2/J DEFGRID3
* xyz 0 1
C 5.496 1.140 0.503
S 4.432 1.198 1.974
C 3.289 2.530 1.488
C 2.330 2.161 0.366
C 1.323 1.076 0.768
N 0.283 1.000 -0.239
C -0.261 -0.150 -0.695
O 0.134 -1.259 -0.435
O -1.291 0.132 -1.520
C -2.000 -0.990 -2.062
C -3.187 -1.339 -1.203
C -3.004 -2.050 -0.023
C -4.086 -2.343 0.788
C -5.358 -1.931 0.427
C -5.545 -1.221 -0.747
C -4.464 -0.922 -1.557
C 1.985 -0.300 0.925
O 1.854 -0.988 1.896
O 2.768 -0.607 -0.110
H 5.867 2.138 0.285
H 4.943 0.736 -0.340
H 6.324 0.484 0.749
H 3.896 3.390 1.201
H 2.742 2.770 2.399
H 1.771 3.061 0.090
H 2.879 1.824 -0.514
H 0.880 1.321 1.745
H -0.185 1.858 -0.491
H -1.310 -1.839 -2.127
H -2.312 -0.680 -3.061
H -2.011 -2.368 0.257
H -3.935 -2.896 1.703
H -6.202 -2.163 1.059
H -6.536 -0.897 -1.031
H -4.611 -0.364 -2.470
H 3.102 -1.511 0.002
*
```